Below is a 2-piece molecular cluster, C2H4NO3 overall at a distorted geometry, with properties calculated with wB97M-V/def2-TZVPD.

XYZ file:
```
10
Properties=species:S:1:pos:R:3
H -1.092 -0.063 0.823
O 1.632 0.133 1.911
N -1.034 0.242 -1.224
H 2.393 -1.602 1.156
C 1.874 -0.646 0.770
O 1.881 -0.229 -0.377
O -2.406 1.289 0.117
H -1.534 0.602 -2.016
C -1.585 0.429 -0.023
H -0.130 -0.155 -1.139
```

Results
DFT total energy, hartree: -359.128727
Charge: -1
E_HOMO, Eh: -0.147
Frontier orbital gap, Ha: 0.2990
E_LUMO, eV: 4.13

***

Below is a 2-piece molecular cluster, C2H4NO3 overall at a distorted geometry, with properties calculated with wB97M-V/def2-TZVPD.

XYZ file:
```
10
Properties=species:S:1:pos:R:3
C -0.119 -0.678 0.292
N -1.233 -0.054 -0.125
O -1.089 1.119 -0.550
H 1.341 -2.139 0.648
O 1.216 2.298 0.102
C 0.642 -1.673 -0.041
H 0.390 -2.230 -0.937
H 0.760 1.929 0.922
H 0.418 1.979 -0.460
O -2.325 -0.550 0.149
```

Results
DFT total energy, hartree: -358.872976
Charge: -1
E_HOMO (spin up / spin down), Eh: -0.036 / -0.175
Frontier orbital gap (spin up / spin down), Ha: 0.1982 / 0.2930
Spin multiplicity: 3
E_LUMO (spin up / spin down), eV: 4.40 / 3.20

***

Below is an isolated ion of composition C2H4NO3 and charge +1 at a distorted geometry, with properties calculated with wB97M-V/def2-TZVPD.

XYZ file:
```
10
Properties=species:S:1:pos:R:3
O 0.394 -0.740 0.378
O -1.301 0.969 -0.313
H 2.019 0.048 -0.345
C -0.596 -0.223 -0.609
H -0.377 -0.487 -1.659
O -2.875 -0.664 0.121
H 1.071 1.254 0.552
N -1.840 -0.244 -0.180
H 2.007 -0.060 1.524
C 1.498 0.147 0.530
```

Results
DFT total energy, hartree: -358.537346
Charge: +1
E_HOMO, Eh: -0.604
Frontier orbital gap, Ha: 0.3040
E_LUMO, eV: -8.16

***

Below is a 2-piece molecular cluster, C2H4NP overall at a distorted geometry, with properties calculated with wB97M-V/def2-TZVPD.

XYZ file:
```
8
Properties=species:S:1:pos:R:3
N -1.827 -0.298 2.088
H -0.377 1.166 -1.321
H 0.811 -0.091 -0.599
H -0.126 0.752 3.430
H -0.806 -0.679 -1.499
C -0.056 0.102 -1.251
P -0.361 -0.634 3.275
C -0.796 -0.314 1.460
```

Results
DFT total energy, hartree: -474.513217
E_HOMO (spin up / spin down), Eh: -0.319 / -0.335
Frontier orbital gap (spin up / spin down), Ha: 0.2478 / 0.3388
E_LUMO (spin up / spin down), eV: -1.95 / 0.10